This record from the OMol25 dataset describes a structure of composition C27H23BrF3N3O4V. The level of theory is ωB97M-V/def2-TZVPD.

Last column: natural (NBO) charge in e.
Cartesian coordinates (Å):
V: -1.3050 -0.2964 -0.6339  1.293
O: -0.4017 -0.4400 -2.3344  -0.585
C: -0.8725 -0.7847 -3.4552  0.470
C: -2.2280 -1.0831 -3.7217  -0.309
C: -2.6014 -1.4503 -5.0292  -0.069
C: -3.9171 -1.7016 -5.2858  -0.004
C: -4.8959 -1.6007 -4.2963  -0.057
C: -4.5479 -1.2405 -3.0092  -0.279
C: -3.2156 -0.9804 -2.7105  0.475
O: -2.8572 -0.6133 -1.4755  -0.642
N: -4.3159 -2.0833 -6.6591  0.531
O: -3.4250 -2.1929 -7.4692  -0.340
O: -5.4949 -2.2603 -6.8492  -0.325
H: -0.1544 -0.8522 -4.2749  0.211
H: -1.8724 -1.5332 -5.8257  0.275
H: -5.9244 -1.8075 -4.5617  0.281
H: -5.2922 -1.1536 -2.2299  0.260
C: 1.2515 -5.3120 -0.2652  -0.644
C: 0.3945 -4.2444 0.3456  0.000
C: -0.1974 -4.4062 1.5997  -0.091
C: -0.9725 -3.4030 2.1621  -0.244
C: -1.1232 -2.2543 1.4238  0.174
Br: -2.1662 -0.7683 2.0088  0.242
N: -0.5788 -2.0631 0.2265  -0.527
C: 0.1677 -3.0440 -0.3084  0.062
H: 2.2287 -5.3337 0.2196  0.254
H: 1.4077 -5.1432 -1.3288  0.234
H: 0.7986 -6.2938 -0.1356  0.251
H: -0.0520 -5.3315 2.1438  0.256
H: -1.4417 -3.5118 3.1291  0.271
H: 0.5973 -2.8443 -1.2816  0.224
C: 0.3767 3.6653 -0.7443  -0.603
C: -0.9779 2.9860 -0.4861  -0.135
C: -1.6024 3.5063 0.8248  -0.596
C: -1.9341 3.1881 -1.6623  -0.603
C: -0.7442 1.5326 -0.2799  0.324
N: 0.0550 0.7731 0.3478  -0.433
H: 0.2075 4.7327 -0.8845  0.247
H: 0.8516 3.2769 -1.6459  0.224
H: 1.0573 3.5358 0.0970  0.225
H: -1.7758 4.5768 0.7161  0.251
H: -0.9354 3.3528 1.6741  0.223
H: -2.5618 3.0296 1.0312  0.219
H: -2.1286 4.2517 -1.7935  0.247
H: -2.8886 2.6888 -1.4855  0.217
H: -1.4993 2.8120 -2.5903  0.215
F: 5.9399 3.3840 6.4075  -0.307
C: 6.0502 2.1920 5.8190  0.967
F: 7.2354 2.1451 5.1973  -0.308
F: 6.0576 1.2547 6.7749  -0.309
C: 4.9285 1.9430 4.8360  -0.073
C: 4.0470 2.9583 4.5007  -0.192
C: 3.0431 2.7121 3.5833  -0.088
C: 2.9203 1.4434 3.0090  -0.188
C: 3.8144 0.4230 3.3583  -0.134
C: 4.8196 0.6780 4.2677  -0.184
C: 1.8876 1.1983 2.0606  0.148
C: 1.0268 1.0105 1.2364  0.051
H: 4.1479 3.9338 4.9541  0.253
H: 2.3519 3.4969 3.3071  0.220
H: 3.7165 -0.5554 2.9081  0.224
H: 5.5203 -0.0985 4.5435  0.250

* multiplicity: 2
* net charge: +2
* orbital gap (alpha / beta): 0.224 / 0.227 hartree
* <S²>: 0.7715
* E_tot: -5324.87070 a.u.
* maximum force: 0.013 Eh/bohr
* LUMO (alpha / beta): -8.06 / -7.99 eV

---

This record from the OMol25 dataset describes a structure of composition C27H23CaN8O5. The level of theory is ωB97M-V/def2-TZVPD.

Last column: Löwdin charge in e.
Cartesian coordinates (Å):
Ca: -0.2776 0.5563 0.5846  1.418
C: -5.9373 1.2332 0.0936  -0.109
C: -5.0746 1.4158 -0.9757  -0.094
C: -3.8720 0.7230 -1.0316  -0.038
C: -3.5059 -0.1615 -0.0208  -0.321
C: -4.3752 -0.3329 1.0571  -0.051
C: -5.5764 0.3542 1.1087  -0.091
N: -2.2138 -0.7313 -0.0659  -0.037
C: -2.0489 -2.0381 0.1132  -0.246
C: -3.1240 -3.0062 0.1288  -0.031
C: -2.8823 -4.3331 0.2913  -0.099
C: -1.5739 -4.8632 0.4595  -0.118
C: -0.5236 -3.9973 0.4312  -0.050
C: -0.7275 -2.6137 0.2548  -0.218
N: 0.3178 -1.7127 0.2035  -0.083
N: 1.5048 -2.0900 0.3476  0.069
C: 2.4325 -0.9945 0.1674  -0.336
C: 3.7021 -1.1711 0.7012  -0.031
C: 4.6400 -0.1809 0.4945  -0.076
C: 4.2861 0.9488 -0.2325  -0.065
C: 2.9920 1.0386 -0.7091  -0.133
N: 2.0760 0.0801 -0.5322  0.058
H: -6.8620 1.7918 0.1531  0.092
H: -5.3255 2.1147 -1.7640  0.097
H: -3.1893 0.8713 -1.8601  0.105
H: -4.0835 -0.9795 1.8761  0.116
H: -6.2263 0.2211 1.9655  0.096
H: -4.1344 -2.6524 -0.0130  0.100
H: -3.7271 -5.0144 0.2815  0.097
H: -1.4246 -5.9256 0.5934  0.086
H: 0.4956 -4.3453 0.5376  0.097
H: 3.9157 -2.0708 1.2607  0.105
H: 5.6390 -0.2847 0.9006  0.102
H: 4.9813 1.7554 -0.4156  0.100
H: 2.6513 1.9224 -1.2319  0.111
O: -2.0312 6.3653 0.1937  0.107
C: -1.5923 5.2823 0.4870  -0.270
C: -2.3203 4.1916 1.2669  -0.304
O: -3.4110 4.3007 1.7887  0.079
C: -1.4229 3.0200 1.2709  -0.349
C: -0.1828 3.3538 0.6533  -0.341
O: 0.8044 2.5232 0.5515  -0.216
C: -0.2077 4.7348 0.1594  -0.311
O: 0.6863 5.3458 -0.3966  0.067
O: -1.6775 1.8657 1.7702  -0.197
C: -1.9582 3.3135 4.9280  -0.062
C: -1.5768 2.3975 6.0805  -0.421
C: -2.6221 1.3065 6.2807  -0.081
C: -0.1713 1.8385 5.9298  -0.109
N: 0.0241 0.9723 4.7594  -0.081
C: 0.5648 1.2165 3.5763  -0.141
N: 0.5527 0.1080 2.8695  -0.048
N: -0.0334 -0.8273 3.6626  -0.001
N: -0.3513 -0.3196 4.7907  0.064
H: -2.9235 3.7876 5.1074  0.087
H: -2.0561 2.7544 3.9953  0.064
H: -1.2259 4.1114 4.7756  0.086
H: -1.5124 2.9890 7.0032  0.133
H: -2.7467 0.7158 5.3712  0.074
H: -3.5887 1.7559 6.5128  0.078
H: -2.3600 0.6202 7.0889  0.074
H: 0.1206 1.2386 6.7908  0.123
H: 0.5499 2.6498 5.8191  0.127
H: 0.9438 2.1694 3.2426  0.144

* net charge: -1
* orbital gap: 0.219 hartree
* E_tot: -2534.70380 a.u.
* maximum force: 0.018 Eh/bohr
* LUMO: 1.69 eV

---

This record from the OMol25 dataset describes a cluster of 15 separate species, C27H23Cl56NO5S in total in a non-equilibrium geometry. The level of theory is ωB97M-V/def2-TZVPD.

Last column: Löwdin charge in e.
Cartesian coordinates (Å):
C: -4.0164 -6.5388 -2.5961  -0.022
C: -4.7092 -7.1385 -1.3984  -0.542
O: -5.3145 -8.1701 -1.4608  0.106
O: -4.6219 -6.4310 -0.2356  -0.031
C: -3.3123 -6.4686 0.3752  -0.170
C: -3.2871 -5.3971 1.4483  -0.159
C: -2.0823 -5.5367 2.3905  -0.177
C: -0.8286 -4.7415 2.0161  -0.221
C: -1.0617 -3.2412 1.8519  -0.131
C: 0.2166 -2.4452 1.5307  -0.441
C: 0.8975 -2.9848 0.2313  -0.183
S: -0.2095 -3.1562 -1.1443  0.666
O: -1.0882 -2.0144 -1.1582  -0.382
O: -0.8446 -4.4451 -1.1577  -0.351
C: 1.1041 -2.4611 2.7883  -0.085
C: 2.0982 -1.2865 2.6253  -0.234
C: 3.4192 -1.8049 2.0426  -0.037
C: 1.2648 -0.3917 1.7058  -0.438
O: 1.6169 0.6943 1.3075  -0.030
N: 0.0438 -0.9939 1.3436  0.156
H: -4.1602 -5.4556 -2.5814  0.095
H: -2.9481 -6.7316 -2.5006  0.063
H: -4.4226 -6.9690 -3.5084  0.016
H: -3.2196 -7.4473 0.8555  0.134
H: -2.5321 -6.3250 -0.3757  0.109
H: -4.1901 -5.5716 2.0408  0.121
H: -3.4015 -4.4032 1.0152  0.113
H: -2.3994 -5.2708 3.4010  0.114
H: -1.8062 -6.5955 2.4124  0.113
H: -0.1227 -4.8783 2.8445  0.085
H: -0.3405 -5.1940 1.1523  0.077
H: -1.4581 -2.8384 2.7882  0.132
H: -1.8297 -3.0650 1.0973  0.099
H: 1.3613 -3.9528 0.4403  0.070
H: 1.7122 -2.3341 -0.1012  0.115
H: 0.6095 -3.0521 -2.2244  0.088
H: 1.5388 -3.4156 3.0666  0.101
H: 0.4270 -2.1036 3.5699  0.133
H: 2.1604 -0.7326 3.5622  0.114
H: 4.0921 -2.0526 2.8652  0.069
H: 3.9103 -1.1031 1.3679  0.089
H: 3.2338 -2.7460 1.5242  0.045
H: -0.0661 -0.6777 0.3818  0.086
C: -1.7598 0.9741 -3.2128  -2.014
Cl: -0.8657 1.0859 -1.6970  0.558
Cl: -3.3562 0.2867 -2.9264  0.522
Cl: -1.9311 2.5925 -3.9117  0.515
Cl: -0.8766 -0.0331 -4.3715  0.503
C: 0.6448 3.5940 3.9374  -2.003
Cl: 1.6820 4.9572 3.5166  0.479
Cl: -0.4540 4.0674 5.2397  0.531
Cl: -0.2631 3.0997 2.5160  0.548
Cl: 1.6163 2.2052 4.4729  0.493
C: 4.3139 5.9634 6.5740  -2.036
Cl: 2.9442 7.0812 6.5761  0.517
Cl: 5.6340 6.6366 5.6063  0.500
Cl: 4.8690 5.7067 8.2320  0.536
Cl: 3.8106 4.4342 5.8603  0.479
C: 6.1390 0.8673 4.9609  -2.039
Cl: 4.3827 1.0783 4.9744  0.478
Cl: 6.5803 -0.2680 3.6790  0.532
Cl: 6.9115 2.4241 4.6630  0.532
Cl: 6.6690 0.2311 6.5210  0.533
C: 3.5206 -6.7580 0.8759  -2.049
Cl: 4.6917 -5.5114 0.4279  0.529
Cl: 2.3485 -6.0685 2.0097  0.569
Cl: 2.6707 -7.3119 -0.5679  0.536
Cl: 4.3529 -8.1112 1.6368  0.546
C: -0.9017 -5.1626 -5.5965  -2.043
Cl: -1.7758 -3.7996 -4.8973  0.525
Cl: -0.4232 -6.2846 -4.3211  0.544
Cl: -1.9331 -5.9960 -6.7585  0.545
Cl: 0.5325 -4.5318 -6.4093  0.490
C: -7.0031 1.6895 -5.1606  -2.052
Cl: -7.7858 3.2390 -5.4944  0.524
Cl: -6.9620 0.7203 -6.6379  0.521
Cl: -5.3537 1.9597 -4.5924  0.481
Cl: -7.9149 0.8261 -3.9170  0.523
C: 5.3369 11.0856 5.3865  -2.056
Cl: 3.8113 11.0639 4.4951  0.521
Cl: 5.5554 12.6661 6.1449  0.525
Cl: 5.3070 9.8288 6.6235  0.497
Cl: 6.6722 10.7771 4.2700  0.518
C: -8.1274 -6.4484 -3.6341  -2.041
Cl: -6.6369 -6.7524 -4.5385  0.570
Cl: -8.5150 -7.8436 -2.6360  0.554
Cl: -7.8927 -5.0290 -2.6055  0.529
Cl: -9.4495 -6.1440 -4.7687  0.521
C: 1.8733 4.6002 -0.9532  -1.982
Cl: 3.1537 4.5969 -2.1717  0.519
Cl: 1.8409 3.0655 -0.0937  0.566
Cl: 2.2023 5.9048 0.1917  0.461
Cl: 0.3038 4.8424 -1.7575  0.458
C: -1.6682 7.4525 1.8030  -2.027
Cl: -3.4346 7.4923 1.7979  0.536
Cl: -1.0819 6.3482 0.5626  0.476
Cl: -1.0401 9.0748 1.4803  0.520
Cl: -1.0824 6.9002 3.3793  0.503
C: -1.0972 -0.7772 -8.5750  -2.040
Cl: -0.3058 -2.0964 -7.7059  0.466
Cl: 0.1178 0.4009 -9.0879  0.528
Cl: -1.9372 -1.4196 -9.9892  0.531
Cl: -2.2708 -0.0007 -7.5058  0.505
C: 5.7912 7.6428 -0.2255  -2.049
Cl: 4.8180 9.0981 -0.4618  0.524
Cl: 5.6754 6.6244 -1.6630  0.508
Cl: 7.4775 8.0964 0.0506  0.525
Cl: 5.1864 6.7547 1.1758  0.498
C: -0.1200 8.8064 -3.2785  -2.043
Cl: 0.7972 7.9523 -2.0424  0.478
Cl: -0.5828 7.6686 -4.5526  0.522
Cl: -1.5754 9.4994 -2.5541  0.523
Cl: 0.8656 10.0983 -3.9751  0.527

* orbital gap: 0.361 hartree
* E_tot: -27642.32228 a.u.
* maximum force: 0.030 Eh/bohr
* LUMO: -0.27 eV